Record 1
Below is C4H4O3 in the gas phase, with properties calculated with wB97M-V/def2-TZVPD.

For the total energy, the calculation gives -10352.9705 eV. Its frontier orbital gap is 10.3 eV. As for the HOMO energy: -10.1 eV. Its SMILES is O=CC1(C=O)CO1. As for the relative energy (zero: lowest compared OMol25 entry of this formula, charge and spin): 51.7 kcal per mole.

Each line ends with the Löwdin charge.
Positions of all 11 atoms, in Å:
O1 -1.8422 1.2046 0.8295  0.095
C1 -0.9756 1.1522 -0.0059  -0.145
C2 -0.0343 -0.0214 -0.1403  -0.369
C3 -0.2474 -1.2243 0.6746  -0.054
O2 -0.6162 -1.2020 -0.6881  0.023
C4 1.3378 0.3074 -0.6278  -0.168
O3 1.7698 1.4351 -0.6134  0.083
H1 -0.8325 1.9579 -0.7458  0.139
H2 0.5841 -1.8849 0.9245  0.129
H3 -1.0672 -1.1669 1.3851  0.125
H4 1.9236 -0.5577 -0.9926  0.143

=====

Record 2
Below is a molecular structure, C24H18HfN3SbSe4 at a distorted geometry, with properties calculated with wB97M-V/def2-TZVPD.

For the total energy, the calculation gives -298884.9680 eV. Its frontier orbital gap is 6.0 eV. As for the HOMO energy: -7.3 eV. As for the relative energy (zero: lowest compared OMol25 entry of this formula, charge and spin): 15.1 kcal per mole.

Each line ends with the Löwdin charge.
Positions of all 51 atoms, in Å:
Hf1 -0.1793 0.3050 0.8640  0.841
N1 1.0390 -1.0203 2.6539  -0.003
C1 2.3634 -0.4223 2.6527  -0.309
C2 2.8366 0.1589 3.8210  -0.060
C3 4.0637 0.7968 3.8453  -0.069
C4 4.8407 0.8378 2.6989  -0.075
C5 4.3725 0.2442 1.5407  -0.031
C6 3.1290 -0.3893 1.4886  -0.178
C7 2.6829 -0.8957 0.1600  -0.220
C8 3.5770 -1.6738 -0.5756  -0.048
C9 3.3261 -1.9780 -1.9029  -0.079
C10 2.1931 -1.4648 -2.5139  -0.092
C11 1.2836 -0.7349 -1.7631  -0.149
C12 1.4600 -0.4483 -0.3982  -0.243
H1 0.6694 -0.9701 3.6020  0.030
H2 1.1052 -2.0065 2.4212  0.108
H3 2.2218 0.1528 4.7114  0.051
H4 4.3985 1.2667 4.7607  0.109
H5 5.8016 1.3362 2.7076  0.104
H6 4.9599 0.2925 0.6322  0.117
H7 4.4843 -2.0296 -0.1014  0.116
H8 4.0196 -2.5952 -2.4600  0.103
H9 2.0052 -1.6512 -3.5642  0.100
H10 0.4019 -0.3687 -2.2830  0.086
Se1 -0.4517 1.0573 5.4580  -0.094
Sb1 -1.3280 1.7045 3.3227  -0.156
Se2 0.7080 2.4757 1.7734  0.175
Se3 -2.1721 -0.5345 2.2195  0.104
Se4 -3.1046 3.3047 3.0398  -0.109
C13 -2.9675 3.6251 -0.9534  -0.017
C14 -2.0096 2.9191 -0.2160  -0.189
N2 -1.7479 1.6362 -0.3959  -0.006
C15 -2.4607 0.9682 -1.3444  -0.143
C16 -3.3985 1.6093 -2.1673  -0.132
C17 -3.6424 2.9789 -1.9494  0.018
C18 -4.0971 0.8699 -3.1712  -0.009
C19 -3.9073 -0.4587 -3.3160  -0.013
C20 -2.9956 -1.1534 -2.4649  -0.131
C21 -2.8035 -2.5424 -2.5436  0.015
C22 -1.9312 -3.1568 -1.6819  -0.015
C23 -1.2429 -2.3707 -0.7585  -0.125
N3 -1.3972 -1.0650 -0.6648  -0.076
C24 -2.2663 -0.4454 -1.4925  -0.163
H11 -3.1441 4.6630 -0.7132  0.121
H12 -1.4341 3.4500 0.5261  0.005
H13 -4.3633 3.4926 -2.5736  0.125
H14 -4.7938 1.4074 -3.8025  0.121
H15 -4.4439 -1.0254 -4.0663  0.120
H16 -3.3542 -3.1055 -3.2868  0.125
H17 -1.7673 -4.2242 -1.7062  0.115
H18 -0.5388 -2.8219 -0.0690  0.125

=====

Record 3
Below is 2 unconnected molecules or ions with the total composition C2H9N2O, with properties calculated with wB97M-V/def2-TZVPD.

For the total energy, the calculation gives -7240.9071 eV. The total charge is +1. Its frontier orbital gap is 9.6 eV. As for the HOMO energy: -12.8 eV. As for the relative energy (zero: lowest compared OMol25 entry of this formula, charge and spin): 33.4 kcal per mole.

Each line ends with the Löwdin charge.
Positions of all 14 atoms, in Å:
C1 0.1470 -1.1528 0.1687  -0.108
C2 -0.6571 -0.6101 -0.7560  -0.189
N1 -1.4210 -1.2954 -1.6226  0.100
N2 0.8448 -0.2868 1.1356  0.168
H1 0.3442 -2.2103 0.2339  0.117
H2 -0.8361 0.4635 -0.7535  0.129
H3 -1.9551 -0.9157 -2.3857  0.115
H4 -1.3675 -2.3015 -1.6490  0.114
H5 1.3522 0.4931 0.7109  0.129
H6 1.4834 -0.8550 1.6907  0.171
H7 0.1913 0.1447 1.7918  0.162
H8 0.0358 3.0714 0.9633  0.065
H9 1.1442 2.9728 -0.1120  0.068
O1 0.6940 2.4821 0.5837  -0.042